No. 1
ORCA calculation (ωB97M-V with the def2-TZVPD basis set) on C45H110N2O11 as an isolated structure at a distorted geometry.

XYZ file:
```
168
Properties=species:S:1:pos:R:3:lowdin_charge:R:1
C 2.152 -1.964 2.610 -0.06
C 2.890 -2.183 3.878 -0.56
C 2.927 -3.665 4.112 -0.13
C 3.978 -4.090 5.125 -0.17
C 5.342 -3.514 4.796 -0.14
C 5.326 -2.015 4.556 -0.57
N 4.221 -1.655 3.744 -0.07
O 4.237 -0.260 3.317 -0.01
C 5.298 -1.314 5.935 -0.02
C 6.612 -1.675 3.888 -0.05
C 2.091 -1.484 4.976 -0.02
H 2.072 -0.896 2.396 0.05
H 1.126 -2.330 2.705 0.10
H 2.633 -2.464 1.768 0.10
H 1.938 -3.989 4.428 0.13
H 3.182 -4.085 3.132 0.13
H 3.976 -5.181 5.143 0.11
H 3.711 -3.702 6.116 0.11
H 5.739 -4.033 3.914 0.13
H 5.986 -3.722 5.649 0.12
H 5.270 -0.228 5.764 0.09
H 4.478 -1.640 6.559 0.06
H 6.232 -1.469 6.490 0.09
H 6.544 -1.946 2.820 0.10
H 6.810 -0.600 3.874 0.09
H 7.421 -2.260 4.309 0.09
H 2.390 -1.705 5.997 0.07
H 1.022 -1.743 4.904 0.09
H 2.131 -0.400 4.818 0.09
H 4.775 -0.238 2.509 0.10
C -4.706 -0.471 3.027 -0.05
C -5.404 -1.785 3.209 -0.55
C -6.291 -2.022 2.009 -0.14
C -5.535 -2.549 0.771 -0.16
C -4.710 -3.805 1.178 -0.12
C -3.731 -3.532 2.335 -0.53
N -4.462 -2.886 3.407 -0.07
O -3.651 -2.700 4.606 -0.02
C -3.315 -4.916 2.840 -0.05
C -2.493 -2.752 1.830 -0.02
C -6.346 -1.692 4.407 -0.03
H -4.156 -0.134 3.913 0.08
H -5.421 0.350 2.842 0.09
H -4.015 -0.413 2.181 0.07
H -7.083 -2.756 2.223 0.13
H -6.786 -1.087 1.725 0.12
H -4.858 -1.741 0.449 0.09
H -6.172 -2.853 -0.063 0.10
H -4.060 -4.047 0.319 0.12
H -5.357 -4.651 1.411 0.12
H -2.605 -4.808 3.687 0.08
H -4.157 -5.453 3.279 0.09
H -2.760 -5.507 2.114 0.09
H -1.804 -3.386 1.275 0.09
H -2.787 -1.912 1.200 0.06
H -1.963 -2.343 2.701 0.08
H -6.715 -2.675 4.671 0.09
H -7.117 -0.945 4.209 0.09
H -5.806 -1.256 5.261 0.08
H -3.899 -3.406 5.221 0.10
C 2.775 1.012 -5.368 -0.07
C 2.629 2.385 -5.977 -0.45
C 1.500 2.545 -7.006 -0.06
O 2.463 3.348 -4.864 -0.09
H 3.213 1.022 -4.371 0.02
H 3.116 0.201 -6.011 0.09
H 1.744 0.698 -5.054 0.10
H 3.542 2.703 -6.510 0.12
H 1.382 3.617 -7.190 0.08
H 0.518 2.247 -6.616 0.07
H 1.728 2.062 -7.960 0.08
H 1.558 3.214 -4.503 0.06
C 0.487 0.392 1.923 -0.09
C -0.859 1.049 1.800 -0.40
C -1.439 1.273 3.151 -0.03
O -0.662 2.309 1.079 -0.06
H 1.015 0.385 0.954 0.05
H 0.453 -0.671 2.167 0.07
H 1.125 0.968 2.595 0.11
H -1.532 0.434 1.182 0.12
H -2.491 1.600 3.109 0.07
H -0.862 1.944 3.779 0.09
H -1.593 0.321 3.685 0.09
H -1.542 2.612 0.801 0.09
C -3.827 3.672 0.670 -0.05
C -4.592 2.772 -0.244 -0.46
C -5.221 3.569 -1.418 -0.03
O -3.639 1.791 -0.683 -0.07
H -3.282 3.059 1.386 0.06
H -4.495 4.300 1.260 0.10
H -3.173 4.335 0.108 0.09
H -5.375 2.284 0.351 0.13
H -4.517 4.314 -1.786 0.07
H -6.128 4.079 -1.085 0.08
H -5.505 2.937 -2.270 0.08
H -4.067 1.338 -1.428 0.10
C -3.507 -3.694 -3.824 -0.06
C -4.883 -3.241 -3.367 -0.49
C -4.850 -1.838 -2.725 -0.06
O -5.826 -3.276 -4.437 -0.06
H -2.912 -3.974 -2.934 0.08
H -2.950 -2.890 -4.315 0.08
H -3.511 -4.613 -4.409 0.08
H -5.272 -3.950 -2.630 0.13
H -5.687 -1.753 -2.026 0.06
H -4.886 -1.059 -3.485 0.08
H -3.980 -1.704 -2.072 0.07
H -5.412 -2.839 -5.197 0.09
C 3.105 3.824 1.706 -0.05
C 2.301 4.332 0.527 -0.41
C 2.220 3.294 -0.621 -0.12
O 0.962 4.655 0.974 -0.08
H 2.790 2.854 2.087 0.07
H 3.109 4.548 2.519 0.08
H 4.157 3.719 1.380 0.08
H 2.777 5.237 0.150 0.13
H 1.791 2.353 -0.296 0.00
H 3.223 3.060 -1.017 0.05
H 1.651 3.746 -1.434 0.10
H 0.487 3.838 1.268 0.07
C 5.054 2.503 -1.700 -0.06
C 4.595 2.027 -3.113 -0.43
C 5.299 2.839 -4.195 -0.05
O 5.030 0.602 -3.195 -0.08
H 4.475 1.930 -0.962 0.07
H 4.727 3.529 -1.492 0.08
H 6.115 2.328 -1.592 0.08
H 3.506 2.086 -3.139 0.09
H 5.097 3.905 -4.088 0.09
H 4.922 2.539 -5.186 0.06
H 6.380 2.677 -4.194 0.09
H 5.587 0.503 -3.973 0.08
C 2.056 -2.293 -1.276 -0.08
C 1.569 -2.876 -2.601 -0.41
C 2.667 -2.652 -3.688 -0.05
O 1.308 -4.330 -2.388 -0.08
H 2.165 -1.220 -1.418 0.06
H 3.009 -2.741 -0.995 0.09
H 1.350 -2.529 -0.477 0.07
H 0.623 -2.376 -2.878 0.13
H 3.591 -3.161 -3.405 0.08
H 2.816 -1.562 -3.772 0.06
H 2.459 -3.021 -4.703 0.07
H 1.379 -4.772 -3.235 0.06
C 0.036 -0.351 -0.356 -0.11
C 0.059 1.093 -0.775 -0.40
C 1.403 1.470 -1.367 -0.14
O -0.964 1.391 -1.739 -0.03
H -0.755 -0.534 0.387 0.07
H 0.961 -0.657 0.153 0.05
H -0.083 -1.054 -1.180 0.09
H 0.001 1.731 0.125 0.01
H 2.164 1.396 -0.590 0.10
H 1.403 2.477 -1.791 0.05
H 1.698 0.779 -2.170 0.11
H -1.835 1.377 -1.291 0.07
C -1.211 5.051 -2.633 -0.05
C -1.361 4.156 -3.881 -0.49
C -1.122 4.963 -5.110 -0.07
O -0.384 3.108 -3.851 -0.10
H -1.850 5.938 -2.643 0.08
H -0.156 5.349 -2.543 0.08
H -1.354 4.506 -1.692 0.06
H -2.392 3.760 -3.907 0.13
H -1.124 4.315 -5.994 0.08
H -0.126 5.417 -5.082 0.09
H -1.876 5.729 -5.281 0.08
H -0.601 2.490 -3.069 0.08
```

Calculated values
- HOMO energy (eV) = -8.152
- HOMO-LUMO gap (eV) = 8.478
- DFT total energy (Eh) = -2717.225582
- spin multiplicity = 1


No. 2
ORCA calculation (ωB97M-V with the def2-TZVPD basis set) on C45H112AsF15N8O21S3 as an isolated structure at a distorted geometry.

XYZ file:
```
205
Properties=species:S:1:pos:R:3:lowdin_charge:R:1
C -7.058 -5.326 1.805 -0.06
O -5.695 -4.865 1.724 -0.18
C -5.590 -3.704 0.955 -0.22
C -4.121 -3.278 0.734 -0.05
N -3.301 -3.487 2.044 0.10
H -3.825 -2.956 2.725 0.16
H -3.389 -4.421 2.418 0.14
C -1.749 -3.303 1.915 -0.03
C -1.078 -4.257 2.932 -0.18
O -1.654 -5.528 2.736 -0.23
C -1.386 -6.549 3.619 -0.10
H -7.859 -4.596 1.927 0.09
H -7.043 -5.921 2.718 0.10
H -7.364 -5.925 0.947 0.10
H -6.008 -2.859 1.501 0.12
H -6.038 -3.855 -0.027 0.14
H -4.049 -2.207 0.545 0.12
H -3.612 -3.804 -0.074 0.12
H -1.461 -2.289 2.194 0.11
H -1.488 -3.505 0.876 0.10
H -1.133 -4.067 4.003 0.13
H -0.013 -4.149 2.724 0.09
H -1.812 -6.524 4.622 0.10
H -0.341 -6.848 3.536 0.09
H -1.876 -7.419 3.181 0.10
C 4.440 -0.612 -6.680 -0.04
O 4.356 -0.098 -5.300 -0.19
C 3.096 0.408 -4.973 -0.23
C 3.097 1.226 -3.680 -0.05
N 4.261 2.286 -3.615 0.08
H 5.203 1.931 -3.693 0.16
H 4.206 2.785 -4.491 0.16
C 4.248 3.236 -2.395 -0.06
C 3.027 4.178 -2.443 -0.18
O 2.926 4.756 -3.787 -0.20
C 1.929 5.755 -3.972 -0.08
H 4.462 0.197 -7.410 0.09
H 3.736 -1.375 -7.010 0.07
H 5.399 -1.123 -6.763 0.09
H 2.416 -0.443 -4.939 0.12
H 2.600 1.030 -5.718 0.14
H 3.422 0.676 -2.797 0.11
H 2.107 1.642 -3.494 0.11
H 5.198 3.760 -2.510 0.13
H 4.299 2.631 -1.490 0.11
H 3.106 4.968 -1.696 0.10
H 2.125 3.674 -2.096 0.11
H 0.949 5.353 -3.718 0.08
H 1.819 6.133 -4.988 0.10
H 2.194 6.586 -3.317 0.09
C -1.382 -6.169 -0.415 -0.06
O -1.413 -4.872 -1.037 -0.24
C -1.366 -4.975 -2.464 -0.18
C -0.266 -4.061 -2.870 -0.03
N 1.063 -4.390 -2.083 0.09
H 0.799 -4.450 -1.110 0.09
H 1.465 -5.292 -2.293 0.16
C 2.125 -3.327 -2.288 -0.05
C 2.607 -3.328 -3.775 -0.25
O 2.957 -4.541 -4.184 -0.15
C 3.254 -4.643 -5.548 -0.07
H -1.408 -6.006 0.663 0.06
H -0.489 -6.732 -0.688 0.10
H -2.253 -6.764 -0.689 0.10
H -2.313 -4.660 -2.902 0.12
H -1.311 -6.000 -2.831 0.14
H -0.456 -3.037 -2.548 0.11
H -0.121 -4.171 -3.945 0.13
H 2.865 -3.545 -1.518 0.12
H 1.591 -2.407 -2.049 0.10
H 3.456 -2.671 -3.965 0.13
H 1.757 -2.972 -4.358 0.12
H 3.682 -5.633 -5.706 0.10
H 3.973 -3.947 -5.979 0.09
H 2.336 -4.658 -6.136 0.09
C -5.950 8.253 -1.953 -0.07
O -5.570 6.915 -1.701 -0.20
C -5.569 6.594 -0.342 -0.20
C -5.188 5.045 -0.190 -0.05
N -3.893 4.765 -0.935 0.08
H -4.027 5.195 -1.839 0.15
H -3.087 5.245 -0.560 0.15
C -3.531 3.253 -1.102 -0.10
C -4.362 2.568 -2.082 -0.24
O -4.307 3.385 -3.208 -0.19
C -5.259 2.996 -4.199 -0.05
H -5.661 8.356 -2.999 0.10
H -5.591 9.124 -1.405 0.10
H -7.033 8.160 -1.877 0.10
H -6.513 6.737 0.185 0.13
H -4.789 7.165 0.161 0.12
H -5.949 4.446 -0.691 0.13
H -5.058 4.757 0.853 0.12
H -3.678 2.758 -0.142 0.13
H -2.477 3.331 -1.366 0.10
H -5.376 2.508 -1.687 0.12
H -4.062 1.627 -2.543 0.15
H -6.226 2.833 -3.723 0.09
H -4.929 2.084 -4.696 0.10
H -5.405 3.795 -4.927 0.10
C 2.178 8.828 3.351 -0.07
O 2.360 7.529 4.016 -0.24
C 1.262 7.076 4.862 -0.18
C 1.444 5.492 4.986 -0.07
N 1.673 4.884 3.549 0.07
H 0.938 5.269 2.972 0.13
H 2.540 5.217 3.151 0.07
C 1.579 3.355 3.526 -0.16
C 0.967 2.947 2.262 -0.26
O -0.306 3.571 2.065 -0.22
C -0.749 3.663 0.719 -0.11
H 2.982 8.980 2.631 0.09
H 2.208 9.678 4.032 0.09
H 1.211 8.901 2.853 0.08
H 0.278 7.183 4.407 0.10
H 1.241 7.606 5.814 0.13
H 0.566 5.006 5.412 0.11
H 2.287 5.257 5.635 0.12
H 0.983 3.002 4.367 0.13
H 2.601 2.977 3.560 0.09
H 0.828 1.868 2.203 0.12
H 1.634 3.051 1.406 0.10
H -1.724 4.149 0.747 0.06
H -0.853 2.745 0.141 0.06
H -0.081 4.384 0.247 0.08
C 7.406 -3.882 0.180 -0.09
O 7.464 -2.494 -0.005 -0.19
C 8.718 -1.901 0.132 -0.20
C 8.405 -0.414 0.222 -0.07
N 7.861 -0.048 1.617 0.08
H 7.372 -0.834 2.022 0.17
H 8.655 0.084 2.227 0.17
C 6.997 1.216 1.537 -0.05
C 5.672 0.897 0.726 -0.18
O 5.110 -0.402 0.987 -0.21
C 3.963 -0.675 0.282 -0.09
H 7.747 -4.250 1.148 0.10
H 8.004 -4.457 -0.526 0.10
H 6.404 -4.294 0.062 0.09
H 9.334 -2.177 -0.724 0.15
H 9.133 -2.228 1.085 0.13
H 7.673 -0.128 -0.533 0.12
H 9.211 0.280 -0.019 0.14
H 7.621 2.037 1.183 0.14
H 6.752 1.330 2.593 0.12
H 5.858 0.873 -0.348 0.09
H 4.904 1.653 0.884 0.09
H 3.264 0.098 0.602 0.09
H 3.591 -1.685 0.451 0.09
H 4.280 -0.621 -0.760 0.09
C -2.513 0.852 3.241 -0.07
O -2.393 1.423 4.553 -0.20
C -3.459 2.158 5.083 -0.21
C -4.449 1.277 5.913 -0.05
N -3.620 0.598 7.067 0.09
H -2.828 0.125 6.656 0.16
H -3.248 1.323 7.664 0.16
C -4.645 -0.259 7.947 -0.05
C -3.880 -0.973 9.080 -0.18
O -2.616 -0.333 9.421 -0.21
C -1.698 -1.267 10.002 -0.06
H -3.504 0.421 3.094 0.09
H -1.694 0.146 3.101 0.08
H -2.273 1.634 2.521 0.07
H -3.914 2.829 4.355 0.13
H -2.956 2.823 5.785 0.12
H -4.860 0.435 5.357 0.12
H -5.249 1.802 6.435 0.13
H -5.218 -0.939 7.316 0.13
H -5.334 0.471 8.370 0.13
H -3.726 -1.949 8.618 0.12
H -4.564 -1.058 9.924 0.14
H -2.102 -1.721 10.907 0.10
H -0.748 -0.786 10.235 0.10
H -1.665 -2.019 9.213 0.09
As 2.362 -5.384 1.475 0.93
F 3.812 -4.332 1.313 -0.29
F 2.080 -4.794 3.160 -0.28
F 1.076 -6.550 1.731 -0.24
F 2.680 -6.019 -0.167 -0.27
F 3.486 -6.624 2.227 -0.29
F 1.262 -4.193 0.681 -0.28
C -3.085 -1.829 -4.780 -0.56
F -3.491 -2.658 -3.812 0.10
F -3.969 -0.792 -4.891 0.08
F -1.857 -1.330 -4.461 0.08
S -2.953 -2.780 -6.542 0.70
O -2.684 -4.144 -6.093 -0.33
O -4.172 -2.559 -7.262 -0.29
N -1.705 -1.861 -7.422 -0.27
S -0.736 -3.015 -7.668 0.50
O -0.109 -3.651 -6.511 -0.36
O -1.261 -3.911 -8.696 -0.30
C 0.615 -1.945 -8.530 -0.60
F 1.477 -2.810 -9.057 0.13
F 0.050 -1.160 -9.501 0.11
F 1.210 -1.264 -7.515 0.07
C -0.879 -0.716 -0.533 -0.50
F -1.232 0.108 0.514 0.05
F 0.119 -1.547 -0.114 0.08
F -1.941 -1.444 -1.065 0.09
S -0.043 0.575 -1.800 0.48
O -1.116 1.543 -1.983 -0.34
O 1.129 1.093 -1.102 -0.35
O 0.254 -0.175 -3.020 -0.32
```

Calculated values
- charge = +3
- HOMO energy (alpha / beta) (eV) = -8.169 / -11.981
- HOMO-LUMO gap (alpha / beta) (eV) = 1.888 / 5.561
- DFT total energy (Eh) = -8726.813436
- spin multiplicity = 2